Entry from the Open Molecules 2025 dataset: a 2-piece molecular cluster, C23H28F6N3O2 overall in a non-equilibrium geometry (ωB97M-V with the def2-TZVPD basis set).

Values from the calculation:
Electronic energy   -1806.91070 Ha
LUMO   -5.611 eV
HOMO   -11.4 eV
HOMO-LUMO gap   0.2143 Eh
Charge   +1

Structure (XYZ):
```
62
Properties=species:S:1:pos:R:3:forces:R:3:lowdin_charge:R:1
C 4.951 1.657 3.850 -0.5 0.9 0.3 -0.04
N 4.905 0.624 2.852 1.0 -0.7 0.0 -0.16
C 6.128 0.383 2.100 -0.6 -0.4 0.6 -0.03
C 6.082 1.205 0.846 -0.6 1.2 -1.4 -0.53
F 7.200 1.140 0.083 -1.0 0.0 0.8 0.14
F 5.013 0.808 0.069 1.0 0.3 0.5 0.11
F 5.847 2.529 1.149 0.4 -1.2 -0.4 0.11
C 3.757 -0.100 2.626 -0.4 -0.2 -0.1 -0.21
C 3.691 -1.505 2.827 0.0 0.3 -0.2 0.03
C 2.504 -2.166 2.606 -0.1 -0.2 -0.2 0.01
C 1.342 -1.482 2.116 0.0 -0.2 -0.3 -0.18
C 0.130 -2.205 1.927 0.3 0.7 -0.6 0.09
C -1.160 -1.648 1.674 -0.4 0.1 0.2 -0.19
C -2.194 -2.457 1.096 0.6 -0.1 0.1 0.01
C -3.429 -1.937 0.785 -0.4 0.5 -0.2 0.02
C -3.727 -0.572 1.069 1.0 0.0 0.1 -0.19
N -4.933 0.031 0.749 -0.8 0.0 0.7 -0.16
C -5.348 0.226 -0.616 -0.2 -0.1 -0.6 -0.04
C -5.885 0.473 1.772 0.6 -0.6 -0.4 -0.03
C -5.649 1.840 2.351 0.4 1.8 0.5 -0.53
F -6.799 2.400 2.833 1.2 -0.7 -0.4 0.13
F -4.745 1.798 3.388 -0.8 0.1 -0.9 0.10
F -5.130 2.708 1.418 -0.5 -0.8 0.9 0.11
C -2.731 0.228 1.674 -0.3 -0.3 0.0 0.03
C -1.500 -0.297 1.995 0.3 0.1 0.0 0.01
C 1.494 -0.095 1.779 -0.1 0.2 0.6 0.01
C 2.621 0.598 2.158 -0.2 -0.1 0.0 0.03
H 4.184 1.461 4.609 0.3 0.1 -0.1 0.11
H 5.938 1.628 4.325 -0.3 0.1 0.0 0.10
H 4.780 2.663 3.439 0.1 -0.2 0.2 0.09
H 6.974 0.712 2.711 0.1 -0.3 -0.2 0.15
H 6.189 -0.673 1.820 0.3 0.2 0.0 0.15
H 4.572 -2.016 3.221 -0.3 0.1 -0.2 0.13
H 2.436 -3.242 2.803 0.0 0.4 0.0 0.12
H 0.215 -3.297 1.889 -0.1 0.3 0.2 0.14
H -1.959 -3.504 0.866 -0.2 0.4 0.1 0.13
H -4.201 -2.556 0.318 0.3 0.2 0.2 0.13
H -4.731 -0.381 -1.287 -0.2 0.1 0.1 0.10
H -6.395 -0.081 -0.712 0.1 0.0 -0.3 0.09
H -5.262 1.284 -0.920 0.0 -0.3 0.1 0.10
H -6.868 0.504 1.291 0.1 -0.2 0.3 0.14
H -5.855 -0.229 2.615 -0.4 0.1 -0.2 0.15
H -2.978 1.280 1.821 0.3 -0.3 0.2 0.12
H -0.774 0.349 2.495 -0.4 -0.3 -0.1 0.12
H 0.721 0.423 1.209 0.3 -0.2 0.2 0.12
H 2.722 1.682 2.029 -0.1 -0.5 -0.3 0.14
C 0.718 -5.023 9.984 0.0 0.2 0.3 -0.07
C 0.687 -5.867 8.734 0.0 0.2 0.5 -0.21
O 0.820 -4.943 7.621 -0.1 -0.9 -0.4 0.00
C 0.518 -5.515 6.447 0.2 -0.4 0.0 -0.50
C 0.778 -4.598 5.269 0.1 -0.6 0.3 -0.20
N -0.481 -3.916 5.076 -0.5 0.4 -0.2 0.03
O 0.050 -6.625 6.310 0.3 0.7 0.1 0.11
H 0.658 -5.652 10.875 0.0 0.0 -0.1 0.08
H 1.636 -4.432 10.047 -0.1 -0.1 0.0 0.08
H -0.128 -4.329 10.010 0.1 -0.1 -0.1 0.08
H 1.536 -6.564 8.693 -0.3 0.1 0.0 0.13
H -0.252 -6.424 8.649 0.3 0.1 -0.1 0.13
H 1.602 -3.922 5.510 -0.2 0.1 -0.1 0.12
H 1.030 -5.255 4.429 0.3 0.0 0.0 0.11
H -0.458 -3.337 4.246 -0.2 0.0 0.0 0.03
H -1.215 -4.619 4.975 0.2 0.4 -0.1 0.09
```
Forces are in eV/Å.